ORCA calculation (ωB97M-V with the def2-TZVPD basis set) on C13H8F2FeIN2S as an isolated structure.

Properties
Calculated total energy (a.u.): -2768.9599
Multiplicity: 2
Kohn-Sham gap (alpha / beta) (eV): 7.935 / 8.178

Geometry as XYZ:
```
28
Properties=species:S:1:pos:R:3:forces:R:3:mulliken_spin:R:1
Fe -0.044 0.050 -0.317 0.3624 -0.6532 -0.1947 1.16
F -4.697 2.351 0.466 0.0024 0.0147 0.0000 0.00
C -3.412 2.221 0.831 0.0724 -0.0498 -0.0343 -0.01
C -2.606 1.330 0.146 -0.0845 0.1545 0.1334 0.04
C -1.283 1.199 0.545 -0.3954 -0.1392 -0.2931 -0.18
C -0.779 1.967 1.597 -0.0644 0.0600 0.1018 0.07
C -1.632 2.851 2.240 -0.0261 0.0746 0.0545 -0.02
F -1.175 3.613 3.255 0.0199 -0.0349 -0.0043 0.00
C -2.954 2.994 1.884 -0.0162 0.0276 0.0074 0.02
C 0.628 1.726 1.870 0.0254 0.0326 0.1247 -0.03
C 1.441 2.355 2.810 0.0714 -0.0358 0.0472 0.01
C 2.769 1.988 2.897 0.0073 0.0162 0.0080 0.00
C 3.273 1.011 2.049 -0.0333 -0.0061 0.0232 0.00
C 2.412 0.431 1.142 0.0346 -0.0264 0.0594 -0.01
N 1.124 0.772 1.063 0.4768 0.1676 -0.3308 -0.02
H -3.021 0.769 -0.679 -0.0153 0.0014 -0.0002 0.00
H -3.599 3.687 2.404 -0.0125 -0.0056 -0.0101 0.00
H 1.034 3.120 3.452 -0.0320 -0.0088 -0.0210 0.00
H 3.413 2.468 3.623 0.0060 -0.0014 -0.0135 0.00
H 4.308 0.706 2.083 -0.0029 -0.0018 -0.0033 0.00
H 2.747 -0.331 0.450 0.0027 0.0230 -0.0277 0.00
S 0.789 1.296 -1.971 0.4858 0.7135 -0.1606 0.03
C 0.913 0.452 -3.437 -0.5345 -0.2338 0.3656 0.00
N 0.988 -0.108 -4.444 0.1078 0.0278 -0.0131 0.02
I -1.602 -1.988 -0.849 -0.1629 -0.3009 -0.4210 -0.01
C -0.047 -1.670 0.571 -0.6338 0.2419 0.4548 -0.07
H 0.714 -2.423 0.388 0.1765 0.1307 0.0726 0.01
H -0.490 -1.722 1.561 0.1624 -0.1885 0.0749 0.00
```
Positions in Å, forces in eV/Å.

***

ORCA calculation (ωB97M-V with the def2-TZVPD basis set) on C13H8N3O9Ru as an isolated structure.

Properties
Calculated total energy (a.u.): -1436.3595
ΔE to the lowest compared entry with this formula, charge and spin (kcal per mole): 6.9
Charge: +1
Multiplicity: 1
Kohn-Sham gap (alpha / beta) (eV): 7.473 / 7.436

Geometry as XYZ:
```
34
Properties=species:S:1:pos:R:3:forces:R:3:mulliken_charge:R:1
Ru 0.001 -0.247 0.126 0.0102 -0.5994 0.3820 0.93
O 0.044 5.834 -0.134 -0.0011 -0.0235 -0.0027 -0.48
C -0.026 4.509 -0.095 0.0234 0.0670 -0.0211 0.91
C -1.239 3.803 -0.082 -0.0080 -0.0603 -0.0106 -0.33
C -1.174 2.431 -0.037 0.0429 0.0035 0.1049 0.12
N -0.011 1.796 -0.003 -0.0042 0.2344 0.0619 -0.12
C 1.150 2.447 -0.029 -0.0412 0.0019 0.1007 0.31
C 1.197 3.816 -0.071 0.0015 -0.0648 -0.0105 -0.44
C 2.304 1.475 -0.013 0.0084 0.0607 -0.2966 0.31
O 3.455 1.756 0.016 -0.0090 0.0205 0.1373 -0.50
O 1.825 0.213 -0.136 -0.2438 0.0621 -0.0779 -0.62
C -2.320 1.449 -0.024 -0.0059 0.0597 -0.3034 0.31
O -3.473 1.728 -0.004 0.0078 0.0210 0.1366 -0.51
O -1.833 0.194 -0.136 0.2374 0.0557 -0.0697 -0.62
H -0.828 6.247 -0.175 -0.0119 0.0212 -0.0013 0.33
H -2.201 4.297 -0.119 -0.0035 0.0034 0.0084 0.49
H 2.140 4.344 -0.101 0.0030 0.0086 0.0092 0.59
C 0.006 1.781 3.376 -0.0010 0.0714 -0.0835 -0.87
C 0.004 0.306 3.225 0.0020 0.0104 0.0756 0.33
N 0.000 -0.420 2.112 -0.0015 0.1157 -0.3148 0.17
C 0.001 -1.756 2.465 -0.0022 -0.0478 -0.0534 -0.41
C 0.004 -1.846 3.816 0.0040 0.0693 -0.0225 0.15
N 0.006 -0.548 4.260 -0.0007 -0.0591 0.0127 -0.04
C 0.006 -2.958 4.818 -0.0127 0.0087 0.0031 0.53
O 0.002 -4.188 4.355 0.0011 0.0204 0.0187 -0.49
O 0.008 -2.660 5.980 0.0051 -0.0051 0.0035 -0.55
C 0.001 -2.745 1.374 0.0059 -0.0201 -0.0568 1.21
O 0.002 -3.932 1.553 -0.0043 0.0142 0.0066 -0.63
O 0.001 -2.160 0.166 -0.0064 0.0285 0.1577 -0.54
H 0.004 2.275 2.406 -0.0007 -0.0776 0.1262 -0.01
H 0.893 2.099 3.925 -0.0019 0.0067 0.0073 0.37
H -0.875 2.101 3.932 0.0029 0.0073 0.0078 0.37
H 0.009 -0.322 5.249 -0.0007 0.0025 -0.0043 0.28
H -0.001 -4.236 3.373 0.0053 -0.0171 -0.0313 0.41
```
Positions in Å, forces in eV/Å.

***

ORCA calculation (ωB97M-V with the def2-TZVPD basis set) on an isolated molecule of C13H9Cl2NO2S at a distorted geometry.

Properties
Calculated total energy (a.u.): -2024.5340
ΔE to the lowest compared entry with this formula, charge and spin (kcal per mole): 50.0
Multiplicity: 1
Kohn-Sham gap (eV): 8.920

Geometry as XYZ:
```
28
Properties=species:S:1:pos:R:3:forces:R:3:mulliken_charge:R:1
O -0.587 -1.404 0.014 0.2844 -0.1518 -0.0829 -0.61
C 0.170 -0.713 -0.640 -0.0823 -0.4899 -0.4135 0.31
C 1.617 -0.516 -0.298 0.2109 -0.2878 0.3947 0.37
C 2.382 -1.606 0.121 0.0367 0.3392 -0.0661 0.30
C 3.729 -1.451 0.420 -0.0996 -0.0207 -0.0156 -0.53
C 4.328 -0.212 0.316 -0.1120 0.0889 -0.0305 -0.53
C 3.569 0.873 -0.098 -0.1529 -0.2759 -0.0322 -0.11
C 2.229 0.727 -0.409 0.1075 -0.0512 0.0706 -0.43
H 1.636 1.581 -0.692 0.0130 0.1204 -0.0640 0.53
Cl 4.305 2.428 -0.232 0.1238 0.2606 -0.0088 -0.22
H 5.372 -0.086 0.554 0.0886 0.0301 0.0125 0.43
H 4.301 -2.309 0.737 0.0472 -0.0846 0.0195 0.43
Cl 1.693 -3.180 0.240 0.1092 -0.3813 0.0484 -0.20
C -0.167 -0.320 -2.070 -0.5367 0.0909 0.1180 -0.45
H 0.026 -1.166 -2.733 0.0891 -0.0288 0.0403 0.44
H 0.392 0.552 -2.400 -0.0169 -0.0759 0.0354 0.39
S -1.958 0.005 -2.232 0.0906 0.0855 -0.0757 -0.20
C -2.495 0.288 -0.595 0.0449 -0.0074 -0.2740 0.74
C -3.799 -0.035 -0.238 0.0371 0.0592 0.1570 -0.85
C -4.265 0.253 1.026 0.1532 0.0679 -0.0771 -0.23
C -3.399 0.856 1.934 -0.0473 -0.0812 -0.1460 -0.72
C -2.118 1.154 1.545 -0.1355 0.1122 0.5120 -0.13
N -1.684 0.909 0.296 -0.8112 -0.1515 -0.0396 0.23
O -0.483 1.198 -0.034 0.6219 0.9189 -0.0621 -0.58
H -1.386 1.610 2.192 0.0623 -0.0171 -0.0820 0.43
H -3.713 1.083 2.940 0.0281 0.0347 0.0884 0.40
H -5.274 0.002 1.310 -0.1051 -0.0233 0.0185 0.39
H -4.419 -0.520 -0.974 -0.0490 -0.0800 -0.0453 0.39
```
Positions in Å, forces in eV/Å.

***

ORCA calculation (ωB97M-V with the def2-TZVPD basis set) on C13H9ClN4O7SSe3SnTe2 as an isolated structure.

Properties
Calculated total energy (a.u.): -10059.4509
ΔE to the lowest compared entry with this formula, charge and spin (kcal per mole): 0.0
Charge: -2
Multiplicity: 1
Kohn-Sham gap (eV): 4.389

Geometry as XYZ:
```
41
Properties=species:S:1:pos:R:3:forces:R:3:mulliken_charge:R:1
Sn -1.018 -1.330 -1.459 0.1677 -0.5994 -0.1147 1.85
Se 3.011 3.111 3.640 -0.0254 0.0736 0.0466 0.13
N 1.688 1.932 3.895 0.0121 -0.0832 -0.0417 -0.94
C 1.062 1.814 2.760 -0.0263 0.0403 0.0478 0.96
C -0.078 0.928 2.556 -0.0341 0.0149 0.0192 0.86
C -0.550 0.081 3.555 0.0149 0.0192 -0.0074 -0.73
C -1.608 -0.753 3.276 -0.0098 -0.0232 -0.0155 -0.69
C -2.163 -0.716 1.999 0.0250 -0.0081 0.0014 -0.37
N -1.729 0.086 1.043 -0.0132 0.0692 0.0575 -0.51
C -0.699 0.895 1.307 -0.0375 0.0063 0.0038 -0.09
C -0.187 1.718 0.186 -0.0219 0.0276 -0.0234 -0.07
N -0.773 1.552 -1.000 -0.0643 0.0699 0.0661 -0.41
C -0.322 2.234 -2.037 0.0158 -0.0057 -0.0262 -0.37
C 0.740 3.131 -1.952 -0.0036 -0.0211 -0.0161 -0.73
C 1.364 3.294 -0.735 -0.0052 -0.0040 0.0322 -0.80
C 0.901 2.575 0.362 -0.0157 0.0467 -0.0027 0.85
C 1.546 2.642 1.668 -0.0155 0.0627 0.0152 1.04
N 2.554 3.420 1.937 0.0280 -0.0687 -0.0629 -0.94
H -0.061 0.080 4.521 -0.0002 0.0007 0.0019 0.47
H -1.990 -1.447 4.013 -0.0005 -0.0012 0.0014 0.39
H -2.977 -1.379 1.726 -0.0079 0.0043 0.0115 0.45
H -0.819 2.037 -2.981 -0.0114 0.0061 0.0016 0.48
H 1.078 3.657 -2.835 0.0001 0.0044 0.0002 0.39
H 2.218 3.949 -0.614 0.0010 0.0018 0.0000 0.47
O -2.812 -0.315 -3.718 -0.0319 0.0235 0.0021 -0.63
Cl -4.045 -0.522 -2.974 0.0954 0.0976 0.0925 1.59
O -5.158 -0.614 -3.880 -0.0147 -0.0323 -0.0521 -0.70
O -3.916 -1.757 -2.217 0.0511 0.0161 -0.0105 -0.61
O -4.236 0.578 -2.061 -0.0620 0.0180 -0.0198 -0.61
Se -1.293 -4.253 -1.373 -0.1121 0.0434 0.0080 -0.41
Te 0.405 -5.604 -0.143 0.0283 0.1165 -0.0150 -0.56
Te 1.991 -4.223 -3.806 -0.0003 0.0675 0.1165 -0.53
Se -0.308 -3.322 -3.455 -0.0633 0.0498 0.0030 -0.41
C 2.920 -2.328 -0.216 0.0423 -0.0806 -0.0273 -0.83
S 1.705 -1.070 -0.073 -0.1217 -0.0316 -0.1547 1.27
O 0.471 -1.729 0.423 0.0203 0.0849 -0.0176 -0.63
O 1.410 -0.579 -1.435 0.0891 0.1025 0.0963 -0.71
O 2.221 -0.055 0.829 0.1418 -0.1250 -0.0076 -0.57
H 2.602 -3.041 -0.976 -0.0543 -0.0161 -0.0364 0.02
H 2.996 -2.826 0.748 0.0206 0.0265 0.0125 0.32
H 3.858 -1.855 -0.502 -0.0007 0.0063 0.0142 0.34
```
Positions in Å, forces in eV/Å.

***

ORCA calculation (ωB97M-V with the def2-TZVPD basis set) on C14H10AlN3O4S3Sb as an isolated structure at a distorted geometry.

Properties
Calculated total energy (a.u.): -2682.2493
Multiplicity: 2
Kohn-Sham gap (alpha / beta) (eV): 5.824 / 7.107

Geometry as XYZ:
```
36
Properties=species:S:1:pos:R:3:forces:R:3:mulliken_spin:R:1
Al 0.750 -1.381 0.076 -0.9941 -0.2258 -0.4927 0.00
O -2.832 -3.214 -1.028 -0.0769 0.0476 0.0957 0.06
C -1.840 -2.555 -0.418 0.4673 0.2201 -0.3669 0.25
O -0.699 -2.348 -1.023 -0.2044 -0.0477 -0.4284 0.09
C -1.953 -2.064 0.888 0.0153 -0.0870 -0.0847 0.14
C -3.039 -2.053 1.795 0.0400 0.0232 -0.0112 0.11
C -2.854 -1.463 3.018 0.0997 -0.0927 -0.1264 -0.01
C -1.601 -0.928 3.391 0.1159 0.0865 -0.0503 0.18
C -0.580 -0.997 2.472 -0.2545 0.0240 0.2812 -0.02
N -0.760 -1.520 1.267 -0.2486 -0.2387 0.0513 0.18
C 0.851 -0.535 2.625 0.0474 0.2372 0.4172 -0.01
O 1.272 -0.055 3.646 -0.0822 0.0752 0.2104 0.00
O 1.532 -0.732 1.534 0.8189 0.1864 0.2096 0.00
H -2.573 -3.472 -1.924 0.1034 0.1037 0.1484 0.00
H -3.979 -2.494 1.506 -0.1026 -0.0030 -0.0052 0.01
H -3.670 -1.413 3.721 -0.1376 -0.0467 0.0593 0.00
H -1.445 -0.472 4.354 0.1070 0.0102 0.0657 0.01
S -0.804 -0.303 -4.130 0.1992 -0.7533 -0.0485 0.00
Sb 0.097 -2.272 -3.486 0.1143 0.8173 0.1609 0.00
S 2.173 -1.428 -2.459 -0.3557 -0.0411 -1.0347 0.00
S 2.344 -2.672 -0.832 0.1235 -0.2792 0.5063 0.00
N -0.607 2.166 -1.579 -0.2513 0.1194 -0.0349 0.00
C -0.731 0.870 -1.276 0.0382 -0.4747 0.2491 0.01
N 0.374 0.368 -0.763 -0.3421 -0.3031 0.2000 0.00
C 1.298 1.396 -0.751 -0.0726 0.7985 -0.2578 0.00
C 2.629 1.402 -0.358 -0.0049 0.0331 -0.0108 0.00
C 3.306 2.598 -0.455 0.0022 -0.1232 0.0578 0.00
C 2.676 3.755 -0.921 -0.0516 0.1067 -0.0757 0.00
C 1.360 3.756 -1.337 -0.0565 0.0135 -0.0905 0.00
C 0.677 2.550 -1.261 0.8616 -0.2515 0.3298 0.00
H -1.303 2.721 -2.051 0.0544 -0.1021 0.0655 0.00
H -1.638 0.314 -1.419 -0.1085 -0.0362 -0.0280 -0.01
H 3.095 0.501 0.008 0.1013 -0.0185 0.0844 0.00
H 4.343 2.648 -0.158 0.0633 -0.0034 0.0277 0.00
H 3.240 4.674 -0.963 0.0319 0.0971 -0.0255 0.00
H 0.891 4.652 -1.710 -0.0606 0.1284 -0.0481 0.00
```
Positions in Å, forces in eV/Å.

***

ORCA calculation (ωB97M-V with the def2-TZVPD basis set) on an isolated molecule of C14H10ClNO3 at a distorted geometry.

Properties
Calculated total energy (a.u.): -1280.0849
ΔE to the lowest compared entry with this formula, charge and spin (kcal per mole): 0.0
Multiplicity: 1
Kohn-Sham gap (eV): 8.226
SMILES: C=C(C(=O)c1ccc(Cl)cc1)N1CC(=O)C=CC1=O

Geometry as XYZ:
```
29
Properties=species:S:1:pos:R:3:forces:R:3:mulliken_charge:R:1
O -1.206 1.629 2.158 0.3064 -0.8736 -2.1523 -0.63
O 1.333 -0.719 0.145 0.1188 2.1345 0.7459 -0.60
O 3.515 4.169 0.016 -1.4415 -1.7387 1.4590 -0.55
Cl -5.356 -3.363 1.110 -1.6284 -1.7873 -0.1076 -0.21
C -1.275 0.968 1.095 -1.8556 0.1039 5.6459 0.60
C 1.744 0.447 0.296 0.1512 -1.0189 -1.5481 0.74
C 2.954 3.115 0.374 -0.3417 2.4798 -3.1266 0.31
C -1.054 1.322 -1.203 -0.0606 -0.9718 -0.5044 -0.76
C 3.221 0.668 0.393 0.4624 2.8218 1.1069 -0.54
C 3.771 1.929 0.498 -1.3252 -2.9595 0.4626 -0.42
C -0.426 1.279 -0.001 -1.6502 -0.1354 -3.5257 -0.55
C -4.552 -0.914 1.596 -0.7983 0.3017 1.1172 -0.56
C -3.003 -2.384 0.487 1.6381 -0.6793 -0.9307 -0.94
C -3.585 0.076 1.684 -0.2701 0.0050 -0.0693 -0.46
C -2.085 -1.369 0.522 0.2367 1.7457 -0.0235 0.10
C -4.231 -2.150 1.000 -0.3711 1.7622 1.2843 0.68
C -2.330 -0.144 1.115 0.0021 0.7505 -0.7258 0.09
N 0.936 1.572 0.150 1.0724 -0.0609 0.2508 0.35
C 1.388 2.992 0.247 0.3496 0.0590 1.3300 -0.32
H -0.412 1.550 -2.068 -0.5652 0.1417 0.2531 0.33
H -2.147 0.966 -1.443 2.3497 0.9647 0.9532 0.28
H 3.842 -0.205 0.507 -0.0799 -0.2355 -0.2818 0.43
H 4.822 2.095 0.619 0.3867 -0.0052 -0.0621 0.42
H -5.548 -0.746 2.145 1.5823 -0.4819 -1.2340 0.26
H -2.644 -3.309 0.029 -0.7484 0.0730 0.2313 0.37
H -3.837 1.016 2.160 0.1783 -0.0188 0.0074 0.41
H -1.163 -1.358 0.015 1.1704 -0.9446 -0.5341 0.51
H 0.947 3.685 -0.515 0.8031 -1.0764 -0.0220 0.35
H 0.940 3.426 1.162 0.3282 -0.3558 0.0002 0.33
```
Positions in Å, forces in eV/Å.

***

Which formula does entry 3 have?
C13H9Cl2NO2S

***

Copy entry 2 word for word.
ORCA calculation (ωB97M-V with the def2-TZVPD basis set) on C13H8N3O9Ru as an isolated structure.

Properties
Calculated total energy (a.u.): -1436.3595
ΔE to the lowest compared entry with this formula, charge and spin (kcal per mole): 6.9
Charge: +1
Multiplicity: 1
Kohn-Sham gap (alpha / beta) (eV): 7.473 / 7.436

Geometry as XYZ:
```
34
Properties=species:S:1:pos:R:3:forces:R:3:mulliken_charge:R:1
Ru 0.001 -0.247 0.126 0.0102 -0.5994 0.3820 0.93
O 0.044 5.834 -0.134 -0.0011 -0.0235 -0.0027 -0.48
C -0.026 4.509 -0.095 0.0234 0.0670 -0.0211 0.91
C -1.239 3.803 -0.082 -0.0080 -0.0603 -0.0106 -0.33
C -1.174 2.431 -0.037 0.0429 0.0035 0.1049 0.12
N -0.011 1.796 -0.003 -0.0042 0.2344 0.0619 -0.12
C 1.150 2.447 -0.029 -0.0412 0.0019 0.1007 0.31
C 1.197 3.816 -0.071 0.0015 -0.0648 -0.0105 -0.44
C 2.304 1.475 -0.013 0.0084 0.0607 -0.2966 0.31
O 3.455 1.756 0.016 -0.0090 0.0205 0.1373 -0.50
O 1.825 0.213 -0.136 -0.2438 0.0621 -0.0779 -0.62
C -2.320 1.449 -0.024 -0.0059 0.0597 -0.3034 0.31
O -3.473 1.728 -0.004 0.0078 0.0210 0.1366 -0.51
O -1.833 0.194 -0.136 0.2374 0.0557 -0.0697 -0.62
H -0.828 6.247 -0.175 -0.0119 0.0212 -0.0013 0.33
H -2.201 4.297 -0.119 -0.0035 0.0034 0.0084 0.49
H 2.140 4.344 -0.101 0.0030 0.0086 0.0092 0.59
C 0.006 1.781 3.376 -0.0010 0.0714 -0.0835 -0.87
C 0.004 0.306 3.225 0.0020 0.0104 0.0756 0.33
N 0.000 -0.420 2.112 -0.0015 0.1157 -0.3148 0.17
C 0.001 -1.756 2.465 -0.0022 -0.0478 -0.0534 -0.41
C 0.004 -1.846 3.816 0.0040 0.0693 -0.0225 0.15
N 0.006 -0.548 4.260 -0.0007 -0.0591 0.0127 -0.04
C 0.006 -2.958 4.818 -0.0127 0.0087 0.0031 0.53
O 0.002 -4.188 4.355 0.0011 0.0204 0.0187 -0.49
O 0.008 -2.660 5.980 0.0051 -0.0051 0.0035 -0.55
C 0.001 -2.745 1.374 0.0059 -0.0201 -0.0568 1.21
O 0.002 -3.932 1.553 -0.0043 0.0142 0.0066 -0.63
O 0.001 -2.160 0.166 -0.0064 0.0285 0.1577 -0.54
H 0.004 2.275 2.406 -0.0007 -0.0776 0.1262 -0.01
H 0.893 2.099 3.925 -0.0019 0.0067 0.0073 0.37
H -0.875 2.101 3.932 0.0029 0.0073 0.0078 0.37
H 0.009 -0.322 5.249 -0.0007 0.0025 -0.0043 0.28
H -0.001 -4.236 3.373 0.0053 -0.0171 -0.0313 0.41
```
Positions in Å, forces in eV/Å.

***

Number 4 is which compound?
C13H9ClN4O7SSe3SnTe2